Here is C23H26MoN3O7S2 as an isolated structure in a non-equilibrium geometry from OMol25. Energies are from wB97M-V/def2-TZVPD.

Cartesian coordinates (Å):
Mo -0.54279 -0.18319 0.58615
C -3.86595 -0.34556 4.02614
C -3.09725 -0.10114 2.76158
S -1.53860 -0.89371 2.71912
C -3.54034 0.68138 1.76259
C -4.82825 1.45154 1.78317
S -2.58087 0.94013 0.30491
H -3.47143 -1.22586 4.52324
H -4.92215 -0.49731 3.82232
H -3.75993 0.50363 4.69927
H -5.58003 0.97352 2.40612
H -5.21248 1.54736 0.77032
H -4.65072 2.45599 2.17073
O 3.00581 -2.13308 1.72215
C 1.95144 -1.91669 1.14813
O 1.32710 -0.79217 1.22452
C 1.34944 -3.00547 0.27368
C 2.09441 -4.13723 0.04125
C 1.60575 -5.15998 -0.79693
C 0.36468 -5.04273 -1.40431
C -0.42087 -3.92718 -1.17127
C 0.05772 -2.86978 -0.32153
O -0.61853 -1.80069 -0.09288
N -1.68094 -3.81258 -1.79319
O -2.00440 -4.65511 -2.62936
O -2.40663 -2.86413 -1.47859
N 2.38761 -6.31279 -1.03436
O 1.93838 -7.17465 -1.78600
O 3.48035 -6.40002 -0.48346
H 3.06360 -4.24155 0.50580
H -0.00128 -5.82167 -2.05816
C 0.79432 2.95417 3.37108
C 1.14243 2.95930 1.91312
C 1.99671 3.91646 1.37235
C 2.32317 3.88464 0.02321
C 3.25085 4.91513 -0.55436
C 1.79270 2.91247 -0.81008
C 0.88887 1.95620 -0.31743
C 0.59963 2.01492 1.06774
N 0.23276 0.95105 -0.93949
C 0.20849 0.68677 -2.36548
C 1.36027 -0.27688 -2.69437
C 0.28515 1.93893 -3.26027
C -1.13502 0.01560 -2.68685
H 1.23575 3.80603 3.88374
H 1.15483 2.03687 3.83589
H -0.28793 2.98895 3.49874
H 2.41692 4.68139 2.00884
H 3.58568 5.61313 0.21049
H 2.74770 5.47291 -1.34430
H 4.12343 4.43775 -0.99752
H 2.11195 2.89439 -1.83670
H -0.11771 1.25841 1.52370
H 2.31445 0.18363 -2.44449
H 1.35497 -0.53436 -3.75097
H 1.26017 -1.19343 -2.11041
H 1.30736 2.22857 -3.48494
H -0.23082 2.77416 -2.79211
H -0.20037 1.71737 -4.20715
H -1.29757 -0.88504 -2.09955
H -1.17306 -0.25617 -3.73909
H -1.94894 0.70741 -2.47447

Values from the calculation:
- Energy above the lowest of the compared OMol25 structures with the same formula, charge and spin: 58.2 kcal/mol
- HOMO-LUMO gap (spin up / spin down): 5.36 / 5.64 eV
- HOMO energy (spin up / spin down): -4.05 / -4.39 eV
- Net charge: -1
- Spin multiplicity: 1

Löwdin atomic charges, in units of e:
1 Mo 1.23
2 C -0.15
3 C -0.79
4 S 0.59
5 C -0.75
6 C -0.14
7 S 0.63
8 H 0.05
9 H 0.06
10 H 0.08
11 H 0.06
12 H 0.05
13 H 0.08
14 O 0.06
15 C -0.57
16 O -0.17
17 C -0.03
18 C 0.10
19 C -0.14
20 C 0.10
21 C -0.06
22 C -0.21
23 O -0.30
24 N -0.33
25 O 0.06
26 O 0.08
27 N -0.36
28 O 0.06
29 O 0.07
30 H 0.13
31 H 0.13
32 C -0.04
33 C -0.26
34 C -0.03
35 C -0.28
36 C -0.06
37 C 0.01
38 C -0.29
39 C -0.08
40 N -0.13
41 C -0.60
42 C -0.02
43 C -0.05
44 C -0.07
45 H 0.07
46 H 0.09
47 H 0.08
48 H 0.10
49 H 0.07
50 H 0.08
51 H 0.08
52 H 0.09
53 H 0.01
54 H 0.08
55 H 0.08
56 H 0.07
57 H 0.06
58 H 0.09
59 H 0.08
60 H 0.04
61 H 0.08
62 H 0.06